(1)
The following is a DFT calculation (ωB97M-V/def2-TZVPD) of one molecule with the formula C19H30F8NO8PS2 at a distorted geometry.

Atoms and positions in Å:
O1 4.33 -0.27 2.49
O2 -1.60 -2.90 -0.77
H1 -4.20 1.75 1.47
H2 -2.89 2.93 2.14
H3 -3.42 -1.74 -2.08
H4 1.58 2.04 -0.61
F1 -3.96 -0.53 0.46
C1 -2.58 1.86 -0.75
F2 -2.75 5.42 -0.65
H5 -4.19 -0.12 -1.85
C2 1.90 -1.64 -2.59
N1 -2.49 -3.89 -1.03
H6 2.31 0.24 -1.48
H7 -0.06 2.64 -1.35
H8 4.98 -0.39 -0.38
H9 -3.71 1.71 -0.65
F3 1.44 4.56 -0.54
H10 4.15 -2.36 1.89
H11 -3.56 1.56 3.21
H12 3.17 -1.69 3.67
C3 0.45 2.14 -0.45
C4 -0.25 0.68 -0.29
H13 5.80 -1.52 1.66
H14 4.09 -0.89 -2.51
O3 1.49 -2.16 1.62
C5 3.79 -2.23 -0.76
F4 -2.85 4.12 -2.47
F5 1.02 5.00 1.63
C6 0.01 0.06 -1.76
S1 0.51 -1.67 0.59
C7 3.66 -0.67 3.70
F6 -0.96 1.38 2.50
H15 4.73 -2.90 -0.79
H16 1.81 -1.71 -3.73
H17 4.34 -0.53 4.61
C8 -2.65 -0.61 -0.22
C9 -2.07 -1.99 0.30
C10 4.67 -1.39 1.64
C11 -3.29 1.87 2.14
C12 1.35 3.97 0.73
H18 -3.96 -2.16 2.36
H19 2.95 -2.89 -0.37
O4 -1.94 -4.88 -1.39
H20 1.69 0.51 -3.19
P1 -3.44 -2.97 1.28
H21 -4.56 -3.29 0.45
C13 -3.12 4.13 -1.08
H22 3.92 -2.67 -2.93
H23 1.25 -2.39 -2.05
O5 -1.00 -1.98 1.25
O6 0.64 -0.01 0.62
C14 3.48 -1.83 -2.28
S2 -2.68 -4.53 2.21
C15 1.52 -0.09 -2.22
O7 0.31 3.02 0.68
H24 -2.51 -0.22 -2.51
F7 2.56 3.44 1.19
O8 -2.34 3.24 -0.35
F8 -4.50 4.04 -0.81
H25 3.27 -0.27 0.35
H26 -2.34 -0.09 2.23
H27 -2.24 1.82 -1.85
H28 -0.48 0.81 -2.49
H29 2.80 0.08 3.86
H30 -0.51 -0.93 -1.95
C16 -1.80 0.75 0.14
C17 -2.06 0.91 1.72
C18 -3.19 -0.68 -1.74
C19 4.15 -0.97 0.15

Summary:
energy: -3334.994657 hartree
M: 647.5 g/mol
Kohn-Sham gap: 7.98 eV
F_max: 4.27 eV Å⁻¹
ΔE to the lowest compared entry with this formula, charge and spin: 105.88 kcal/mol
E_LUMO: -1.1 eV

Atom charges from the Mulliken analysis, given in e for atoms 1 to 2: atom 1 (O): -0.3609, atom 2 (O): -0.0525

---

(2)
The following is a DFT calculation (ωB97M-V/def2-TZVPD) of one molecule with the formula C19H30N2O2S2.

Atoms and positions in Å:
H1 -1.80 -1.93 -1.61
C1 -1.49 2.52 1.33
C2 -0.98 -1.41 -1.12
H2 0.30 3.23 1.12
H3 1.55 7.65 -0.25
H4 -1.15 -3.07 1.80
H5 -1.71 2.69 0.27
C3 -1.24 -3.05 0.70
H6 3.58 0.88 -0.03
C4 -1.22 1.04 1.57
C5 3.88 2.96 0.37
C6 3.18 1.88 -0.14
H7 -1.33 -7.54 -0.51
O1 -0.43 3.36 1.74
N1 -1.01 -1.67 0.30
H8 0.89 0.97 1.16
H9 -0.03 -1.74 -1.58
H10 1.07 -1.35 0.55
H11 0.53 3.55 -1.40
C7 -0.21 -4.04 0.14
C8 0.10 -1.02 0.95
H12 0.08 -1.25 2.02
H13 -0.24 -4.07 -0.95
H14 0.79 -3.75 0.46
C9 2.17 4.47 -0.39
H15 4.83 2.80 0.87
H16 -2.36 2.84 1.92
S1 -0.46 -5.74 0.73
S2 -2.97 -4.24 -1.24
H17 -1.00 0.89 2.63
C10 3.39 4.25 0.26
H18 0.96 1.11 -2.38
H19 -0.79 -6.23 -1.58
N2 -0.13 0.88 -0.64
H20 -1.11 0.34 -2.39
C11 2.20 6.81 -0.01
O2 1.59 5.68 -0.57
H21 -2.12 0.40 -0.93
C12 -2.79 -6.00 -0.80
H22 -3.28 -6.54 -1.61
C13 -2.68 -3.46 0.39
H23 -3.04 -4.17 1.13
C14 1.97 2.09 -0.78
C15 -1.14 0.10 -1.32
H24 -2.11 0.46 1.33
H25 -3.31 -2.57 0.41
C16 -1.36 -6.46 -0.68
H26 3.96 5.07 0.67
H27 3.19 7.00 -0.44
C17 -0.02 0.51 0.77
H28 1.74 0.00 -1.23
C18 1.47 3.37 -0.90
H29 2.29 6.72 1.08
H30 -3.34 -6.17 0.13
C19 1.16 0.94 -1.32

Summary:
energy: -1798.333074 hartree
M: 382.6 g/mol
Kohn-Sham gap: 8.69 eV
F_max: 0.56 eV Å⁻¹
ΔE to the lowest compared entry with this formula, charge and spin: 0.00 kcal/mol
E_LUMO: 0.7 eV
SMILES: COc1cccc(CN2CCN(C3CSCCSC3)C[C@@H]2CCO)c1

Atom charges from the Mulliken analysis, given in e for atoms 1 to 2: atom 1 (H): 0.3140, atom 2 (C): -0.6606

---

(3)
The following is a DFT calculation (ωB97M-V/def2-TZVPD) of one molecule with the formula C19H30N2O4 at a distorted geometry.

Atoms and positions in Å:
C1 1.99 -0.99 2.06
C2 -2.39 -1.31 -0.33
H1 1.03 -2.51 3.24
C3 -0.72 -3.76 1.64
O1 -2.34 2.25 -2.08
C4 2.96 2.88 -1.22
C5 2.83 2.74 1.33
H2 3.63 0.98 2.24
C6 -1.63 2.07 -1.13
C7 -2.87 -2.49 -0.87
O2 0.84 1.07 2.66
H3 -0.95 5.04 -0.09
H4 3.84 3.15 1.43
H5 2.64 -0.93 2.94
H6 -2.13 -1.95 -4.11
H7 -0.06 -1.25 2.67
O3 1.30 0.03 -0.69
C8 1.63 0.46 1.66
N1 -1.33 0.85 -0.59
H8 4.02 3.09 -1.11
H9 -2.40 4.52 -1.01
C9 -1.72 -0.59 -2.52
H10 1.17 2.93 -0.02
C10 -2.78 -2.74 -2.23
C11 -3.30 -4.01 -2.83
H11 -2.46 -1.13 0.73
H12 3.40 0.82 0.50
N2 -0.48 0.75 0.51
O4 -1.07 3.06 -0.39
H13 -3.32 -3.23 -0.22
H14 2.58 3.44 -2.07
H15 2.18 4.37 0.12
H16 1.36 1.09 3.47
H17 -0.38 -4.41 2.44
C12 0.78 -1.88 2.38
C13 2.95 1.22 1.42
C14 -1.33 4.37 -0.86
H18 -4.08 -3.80 -3.56
H19 -1.01 -4.38 0.79
H20 -2.50 -4.54 -3.35
H21 2.57 -1.43 1.25
H22 2.24 3.10 2.18
C15 0.82 0.41 0.35
C16 -2.20 -1.77 -3.05
H23 -0.81 4.55 -1.80
H24 1.25 -3.37 0.91
C17 0.38 -2.79 1.23
H25 -1.27 0.16 -3.16
H26 -3.71 -4.66 -2.06
C18 2.20 3.28 0.05
C19 -1.82 -0.36 -1.16
H27 0.05 -2.20 0.38
H28 2.82 1.82 -1.43
H29 -0.76 1.19 1.37
H30 -1.60 -3.22 1.99

Summary:
energy: -1152.486349 hartree
M: 350.5 g/mol
Kohn-Sham gap: 9.04 eV
F_max: 1.01 eV Å⁻¹
ΔE to the lowest compared entry with this formula, charge and spin: 36.09 kcal/mol
E_LUMO: 0.6 eV
SMILES: CCCCC(O)(CCCC)C(=O)NN(C(=O)OC)c1ccc(C)cc1

Atom charges from the Mulliken analysis, given in e for atoms 1 to 2: atom 1 (C): -1.3037, atom 2 (C): -0.2451

---

(4)
The following is a DFT calculation (ωB97M-V/def2-TZVPD) of one molecule with the formula C19H30N2O4S.

Atoms and positions in Å:
H1 -3.98 1.61 0.92
C1 2.79 1.27 0.83
C2 -0.66 -1.71 -2.72
H2 1.33 -0.66 2.25
C3 1.40 1.34 1.44
C4 5.56 3.55 1.33
H3 0.55 1.82 -0.49
C5 -3.34 -0.10 -0.21
C6 0.77 -0.05 1.54
H4 0.79 -3.89 0.11
H5 6.58 3.63 0.94
H6 5.60 3.52 2.42
H7 1.48 1.81 2.42
C7 0.71 -1.78 -2.53
H8 -1.54 2.85 0.41
H9 -1.23 -0.57 -0.33
C8 -1.84 0.31 -0.14
O1 3.58 2.21 1.33
O2 -3.93 -3.17 -1.23
H10 5.46 1.40 1.10
H11 4.84 2.31 -0.30
H12 -4.03 1.86 -0.83
C9 4.91 2.30 0.80
H13 -3.51 -0.02 -2.28
H14 -1.67 -3.76 -0.24
H15 5.00 4.43 1.03
C10 0.38 -3.27 -0.68
C11 -3.68 -1.12 0.86
O3 3.13 0.49 -0.02
C12 -4.21 1.14 -0.04
H16 -5.26 0.86 -0.06
H17 -3.02 -1.99 0.80
C13 0.53 2.23 0.53
H18 -3.58 -0.66 1.84
C14 2.72 -2.58 -1.28
N1 -3.62 -0.67 -1.52
H19 -4.70 -1.47 0.72
H20 -1.66 1.02 -0.95
C15 -0.91 2.23 1.05
C16 -0.99 -3.20 -0.86
O4 -3.58 -2.16 -3.45
H21 3.05 -1.62 -0.89
H22 3.00 -3.36 -0.58
H23 -0.93 2.67 2.06
C17 1.25 -2.56 -1.50
C18 -1.50 -2.41 -1.87
S1 -3.27 -2.21 -2.05
C19 -0.69 0.06 1.99
H24 1.37 -1.24 -3.18
H25 0.83 -0.53 0.56
N2 -1.50 0.91 1.14
H26 3.25 -2.75 -2.22
H27 0.92 3.24 0.51
H28 -1.09 -1.12 -3.51
H29 -0.72 0.49 3.00
H30 -1.14 -0.93 2.03

Summary:
energy: -1550.672298 hartree
M: 382.5 g/mol
Kohn-Sham gap: 9.02 eV
F_max: 0.88 eV Å⁻¹
ΔE to the lowest compared entry with this formula, charge and spin: 4.56 kcal/mol
E_LUMO: 0.6 eV
SMILES: CCOC(=O)C1CCN(CC(C)(C)NS(=O)(=O)c2ccc(C)cc2)CC1

Atom charges from the Mulliken analysis, given in e for atoms 1 to 2: atom 1 (H): 0.3655, atom 2 (C): -0.1118

---

(5)
The following is a DFT calculation (ωB97M-V/def2-TZVPD) of C19H30N2S3Yb as an isolated structure at a distorted geometry.

Atoms and positions in Å:
Yb1 -0.03 0.06 0.09
H1 -3.20 -1.32 -0.56
H2 -2.56 0.52 3.15
C1 -2.30 -1.85 -0.37
H3 1.38 1.75 3.19
H4 2.29 3.90 -1.24
H5 -3.42 3.90 -2.20
C2 2.97 1.87 -1.50
C3 -0.42 -2.43 1.02
S1 1.12 3.05 0.56
C4 1.88 2.90 -1.08
C5 -2.98 1.83 -2.90
H6 -4.03 -2.86 2.56
C6 0.43 -3.50 -2.56
C7 2.46 2.87 1.77
C8 0.26 -2.89 -0.14
H7 -4.41 -1.59 1.39
H8 1.30 -3.31 -0.02
H9 -1.95 3.20 -0.07
H10 -4.23 -1.18 3.14
S2 2.29 0.18 -1.53
C9 -2.09 0.11 2.25
C10 -1.64 -2.51 -1.46
H11 3.01 1.58 3.45
C11 3.68 -0.20 0.99
H12 -2.18 -2.62 -2.44
H13 -0.10 -4.18 -3.28
C12 -0.37 -3.04 -1.36
N1 -1.59 1.32 -1.22
N2 -2.13 0.92 -2.40
C13 2.27 1.62 2.65
H14 3.88 1.89 -0.83
H15 3.27 1.96 -2.57
C14 -2.89 2.96 -2.06
H16 0.09 -2.32 1.98
H17 2.50 3.75 2.39
H18 -2.47 0.48 1.28
H19 4.38 -0.84 -1.00
H20 -0.98 0.28 2.35
H21 1.06 2.84 -1.77
H22 -3.61 1.82 -3.79
H23 1.27 -4.08 -2.16
H24 -1.80 -1.88 3.02
H25 3.12 -1.85 -0.38
C15 -1.74 -1.93 0.91
H26 0.76 -2.63 -3.12
H27 4.47 -0.80 1.50
C16 -2.33 -1.44 2.16
C17 -2.06 2.61 -1.03
H28 -1.99 -0.01 -2.82
H29 3.46 2.90 1.23
S3 2.18 -0.09 2.05
C18 3.44 -0.77 -0.43
H30 4.08 0.84 0.93
C19 -3.84 -1.80 2.29

Summary:
charge: +3
<S²>: 0.75
energy: -3203.797270 hartree
M: 555.7 g/mol
Kohn-Sham gap (alpha / beta): 8.95 / 7.30 eV
F_max: 2.65 eV Å⁻¹
ΔE to the lowest compared entry with this formula, charge and spin: 0.00 kcal/mol
E_LUMO (alpha / beta): -9.9 / -11.5 eV
multiplicity: 2

Atom charges from the Mulliken analysis, given in e for atoms 1 to 2: atom 1 (Yb): 0.4960, atom 2 (H): 0.5117

---

(6)
The following is a DFT calculation (ωB97M-V/def2-TZVPD) of a 2-piece molecular cluster, C19H30N4O5 overall at a distorted geometry.

Atoms and positions in Å:
H1 -0.93 -1.23 3.25
H2 1.47 3.10 0.76
C1 2.59 -1.17 3.12
C2 0.37 2.27 -0.87
N1 0.82 1.02 -0.94
H3 0.41 -2.27 1.51
H4 1.89 -0.57 3.70
C3 -3.01 -1.46 -2.29
C4 3.02 -0.42 1.86
C5 -3.52 0.75 0.79
C6 -3.61 0.19 -0.61
H5 4.21 1.33 1.43
H6 4.60 1.07 -1.91
H7 2.12 -2.12 2.85
H8 -1.09 -0.24 1.06
H9 -3.78 -1.14 -4.26
C7 2.06 0.47 -0.39
C8 -2.94 -1.00 -0.97
N2 -3.07 -0.29 1.74
H10 5.11 0.21 -0.43
H11 4.73 0.43 2.86
C9 -3.74 -0.75 -3.25
H12 5.76 -0.27 -2.01
C10 2.52 -0.75 -1.23
C11 3.87 0.78 2.30
H13 3.46 -1.40 3.74
O1 -5.78 2.17 -3.53
H14 -2.13 -2.47 2.86
H15 -3.82 -0.95 1.91
O2 -0.28 -2.76 2.00
H16 3.28 1.44 2.93
H17 -2.50 -2.37 -2.57
C12 4.87 0.10 -1.49
H18 3.97 -1.70 -2.18
H19 0.70 4.30 -0.30
O3 1.72 -1.64 -1.47
H20 -2.80 1.58 0.79
C13 -1.32 -1.87 2.45
C14 -4.43 0.44 -2.92
C15 -2.17 -1.81 0.06
H21 3.63 -1.09 1.26
C16 1.24 3.35 -0.27
H22 1.09 -0.80 1.02
H23 2.15 3.45 -0.85
O4 -5.17 0.74 -5.05
C17 -4.33 0.89 -1.58
H24 -2.77 -2.68 0.34
H25 -4.82 1.82 -1.29
H26 0.19 0.36 -1.39
N3 -5.17 1.16 -3.89
H27 -1.24 -2.17 -0.39
H28 -4.49 1.14 1.10
C18 -1.85 -0.98 1.31
H29 2.83 1.23 -0.40
H30 1.30 0.85 1.61
O5 -0.74 2.56 -1.30
N4 3.78 -0.86 -1.66
C19 1.79 0.04 1.06

Summary:
energy: -1337.160108 hartree
M: 394.5 g/mol
Kohn-Sham gap: 8.61 eV
F_max: 3.20 eV Å⁻¹
ΔE to the lowest compared entry with this formula, charge and spin: 72.31 kcal/mol
E_LUMO: -0.3 eV
SMILES: O=[N+]([O-])c1ccc2c(c1)CN[C@@H](CO)C2.CNC(=O)[C@H](CC(C)C)NC(C)=O

Atom charges from the Mulliken analysis, given in e for atoms 1 to 2: atom 1 (H): 0.2603, atom 2 (H): 0.2496

---

(7)
The following is a DFT calculation (ωB97M-V/def2-TZVPD) of C19H30N7STm as an isolated structure at a distorted geometry.

Atoms and positions in Å:
C1 -8.38 3.86 8.67
H1 -7.92 1.61 10.25
H2 -13.41 4.03 11.16
N1 -8.89 1.87 10.14
H3 -9.36 -0.69 11.56
H4 -12.48 6.32 4.69
S1 -6.47 5.25 7.79
H5 -10.64 5.25 5.74
C2 -12.28 6.40 5.79
N2 -13.61 5.34 9.69
C3 -11.36 -0.23 11.97
H6 -11.93 4.35 5.91
Tm1 -11.23 5.19 8.64
H7 -14.88 6.37 12.42
H8 -16.38 6.60 8.95
C4 -12.37 1.68 10.86
H9 -13.25 2.29 10.70
H10 -8.14 6.87 7.33
H11 -16.07 7.56 10.28
H12 -16.93 5.51 11.09
N3 -11.47 5.24 6.29
C5 -14.52 4.33 9.07
C6 -14.94 5.41 11.82
H13 -13.42 0.34 12.13
H14 -13.69 7.36 10.04
C7 -7.96 5.89 7.79
C8 -15.82 4.28 9.81
N4 -15.96 5.48 10.72
H15 -6.39 2.99 8.66
H16 -12.73 5.61 11.66
C9 -11.07 2.00 10.38
C10 -13.53 5.11 11.11
H17 -16.02 3.37 10.49
C11 -12.47 0.54 11.67
H18 -16.61 4.25 9.08
C12 -14.22 6.67 9.44
H19 -11.32 9.39 7.49
H20 -14.64 4.59 8.01
H21 -11.49 -1.04 12.74
H22 -10.03 7.85 8.47
C13 -11.50 7.75 6.01
H23 -14.11 7.01 8.32
C14 -7.06 3.81 8.41
C15 -9.97 1.25 10.71
C16 -15.71 6.64 9.80
N5 -11.04 7.55 8.47
N6 -8.94 5.12 8.22
H24 -10.43 7.60 5.71
H25 -12.77 8.40 7.52
C17 -9.32 2.98 9.45
H26 -15.26 4.63 12.51
H27 -11.32 7.98 9.35
N7 -10.67 3.12 9.56
H28 -14.08 3.33 9.12
H29 -13.29 6.46 6.35
C18 -11.71 8.31 7.36
H30 -11.87 8.53 5.31
C19 -10.12 0.02 11.40

Summary:
charge: +4
<S²>: 2.00
energy: -2607.298102 hartree
M: 557.5 g/mol
Kohn-Sham gap (alpha / beta): 7.34 / 7.06 eV
F_max: 3.42 eV Å⁻¹
ΔE to the lowest compared entry with this formula, charge and spin: 39.45 kcal/mol
E_LUMO (alpha / beta): -12.0 / -12.3 eV
multiplicity: 3

Atom charges from the Mulliken analysis, given in e for atoms 1 to 2: atom 1 (C): -0.2100, atom 2 (H): 0.2651

---

(8)
The following is a DFT calculation (ωB97M-V/def2-TZVPD) of an isolated ion of composition C19H30NO2 and charge +1 at a distorted geometry.

Atoms and positions in Å:
H1 -1.38 -3.49 -4.14
O1 -3.00 2.86 -2.75
H2 -0.24 -1.02 1.02
C1 2.59 1.84 4.03
H3 -0.77 -4.79 -2.27
C2 0.68 0.69 1.90
H4 -0.24 1.07 2.33
C3 1.43 -0.14 2.95
O2 -0.90 3.68 -2.31
H5 0.84 -1.03 3.19
C4 -0.22 -1.88 -3.26
H6 -2.56 4.87 -2.57
H7 -3.78 0.47 -1.53
H8 2.33 0.16 -0.04
H9 1.09 -3.54 -1.58
H10 0.67 1.39 5.98
C5 -2.12 3.94 -2.97
H11 0.78 2.26 -0.62
H12 -1.90 -3.83 -1.33
H13 2.27 -0.08 4.90
H14 2.05 2.62 3.50
N1 0.12 -1.70 -1.83
H15 1.22 0.04 -2.13
C6 -1.04 -3.78 -1.99
C7 0.43 1.00 4.99
H16 -0.52 -0.93 -3.71
H17 1.29 1.54 1.60
H18 1.96 -1.50 0.39
H19 -0.66 -1.17 -1.39
C8 1.56 -0.61 -0.10
H20 2.38 -0.47 2.54
C9 0.31 -0.14 0.66
C10 -1.90 0.16 -0.51
C11 1.71 0.62 4.26
H21 0.06 -3.08 -0.22
H22 -1.93 4.06 -4.05
C12 -2.79 0.84 -1.35
H23 3.48 1.58 3.47
C13 -2.36 2.02 -1.90
H24 -2.25 -0.73 0.00
C14 -0.19 1.85 -0.81
H25 -0.22 0.14 5.12
H26 -0.11 1.78 4.46
C15 1.34 -0.90 -1.59
H27 0.65 -2.27 -3.78
C16 -1.35 -2.91 -3.23
H28 2.20 -1.43 -2.01
C17 -1.07 2.52 -1.63
C18 0.14 -3.08 -1.30
C19 -0.62 0.65 -0.24
H29 -2.31 -2.41 -3.11
H30 2.90 2.26 4.99

Summary:
charge: +1
energy: -946.996426 hartree
M: 304.5 g/mol
Kohn-Sham gap: 8.93 eV
F_max: 1.35 eV Å⁻¹
ΔE to the lowest compared entry with this formula, charge and spin: 14.61 kcal/mol
E_LUMO: -2.2 eV
SMILES: CC(C)CC[C@H](CC[NH+]1CCCC1)c1ccc2c(c1)OCO2

Atom charges from the Mulliken analysis, given in e for atoms 1 to 2: atom 1 (H): 0.3932, atom 2 (O): -0.4744